C3H5NOS | ωB97M-V with the def2-TZVPD basis set

CARTESIAN COORDINATES (ANGSTROEM)
1 C -0.490 1.051 -0.237
2 C 0.368 -0.203 -0.191
3 C -0.477 -1.583 0.192
4 H -0.439 0.323 2.463
5 H -0.779 1.009 -1.438
6 H 0.348 1.934 -0.218
7 H 1.389 -0.387 0.626
8 H 1.986 -0.141 -1.097
9 N -0.604 -2.748 0.457
10 O 0.642 -0.349 -1.588
11 S -1.944 1.093 1.032

The value obtained for the total energy is -17555.51879 eV. For the HOMO energy, the calculation gives -9.8 eV. As for the multiplicity: 1. The value obtained for the energy above the lowest of the compared OMol25 structures with the same formula, charge and spin is 940.6 kJ/mol. The value obtained for the strongest force on any atom is 8.35 eV Å⁻¹.

Atom charges from the natural (NBO) analysis, given in e for atoms 1 to 5: C -0.595; C -0.011; C 0.214; H 0.096; H 0.290